This record from the OMol25 dataset describes the ion C5H14NO2 with charge +1. The level of theory is ωB97M-V with the def2-TZVPD basis set.

Structure (XYZ):
```
22
Properties=species:S:1:pos:R:3:mulliken_charge:R:1
C -2.2043 -0.8878 -0.1544 -1.260
C 0.8866 -1.3914 0.2769 -0.817
C 2.3379 0.5531 -0.3739 -0.964
C -1.4784 0.1088 0.7183 -0.442
C -0.2279 0.7894 0.1194 0.426
N 0.9726 -0.1550 -0.4835 -0.023
O 0.3481 1.6089 1.0817 -0.541
O -0.5407 1.4642 -1.0222 -0.572
H -2.1358 -0.6895 -1.1966 0.337
H -1.9386 -1.9140 0.1623 0.404
H -3.3732 -0.9239 0.1685 0.333
H 0.9254 -1.1776 1.3047 0.390
H 0.0486 -1.9739 -0.1329 0.256
H 1.8341 -2.1160 0.0705 0.321
H 2.4761 1.2546 -1.1766 0.340
H 2.3626 0.9667 0.6206 0.415
H 3.0420 -0.2549 -0.6070 0.393
H -1.2675 -0.3007 1.6630 0.453
H -2.1950 1.0041 0.8245 0.380
H 0.8507 -0.2759 -1.4535 0.374
H 0.6741 2.3642 0.5891 0.382
H -1.3975 1.9468 -0.9989 0.415
```

Summary:
* SMILES: CCC(O)(O)[NH+](C)C
* E_HOMO: -15.52 eV
* calculated total energy: -403.86028 Eh
* gap between HOMO and LUMO: 12.7 eV
* net charge: +1
* 2S+1: 1
* relative energy (zero: lowest compared OMol25 entry of this formula, charge and spin): 2.206 eV

---

This record from the OMol25 dataset describes a cluster of 2 separate species, C5H14NO2 in total. The level of theory is ωB97M-V with the def2-TZVPD basis set.

Structure (XYZ):
```
22
Properties=species:S:1:pos:R:3:mulliken_charge:R:1
C -1.8449 -0.6333 -1.1035 -1.406
C 1.7124 -1.2686 -0.0023 -1.529
C 0.8884 1.0371 -0.8011 -1.001
C -1.4867 -0.7273 0.3411 0.341
C 0.7782 -0.0966 0.1667 0.211
N 0.7498 0.3410 1.5636 -0.083
O -0.1448 1.9542 -0.3876 -0.481
O -1.8474 0.3074 1.1063 -0.583
H -1.4695 0.1190 -1.6966 0.360
H -2.8870 -0.5731 -1.2309 0.456
H -1.7201 -1.4847 -1.7062 0.434
H 2.7517 -0.8608 0.2497 0.381
H 1.2895 -2.1618 0.4145 0.438
H 1.7290 -1.6150 -1.1244 0.343
H 1.8419 1.4329 -0.6513 0.510
H 0.6320 0.8236 -1.7642 0.413
H -1.3391 -1.6901 1.0129 0.378
H 1.5381 0.9780 1.9146 0.344
H 1.0135 -0.4748 2.1214 0.380
H -0.2328 0.6561 1.6805 0.399
H -0.0716 2.8435 -0.5777 0.280
H -1.8805 1.0934 0.4746 0.414
```

Summary:
* E_HOMO: -12.19 eV
* calculated total energy: -403.76843 Eh
* gap between HOMO and LUMO: 8.9 eV
* net charge: +1
* 2S+1: 1
* relative energy (zero: lowest compared OMol25 entry of this formula, charge and spin): 4.706 eV

---

> relative energy (zero: lowest compared OMol25 entry of this formula, charge and spin) of number 1 (C5H14NO2)?

2.206 eV